ORCA calculation (ωB97M-V/def2-TZVPD) on a 13-piece molecular cluster, C68H175N13O21 overall in a non-equilibrium geometry.

```
! RIJCOSX wB97M-V def2-TZVPD def2/J DEFGRID3
* xyz 0 1
C 4.32655 -4.41573 2.29781
C 4.64159 -2.93193 2.04801
C 4.08140 -1.98644 3.05337
O 2.64850 -2.05233 2.98156
C 1.91336 -1.40187 4.03407
N 6.04918 -2.86557 1.94612
H 5.19486 -5.03322 2.06793
H 3.48028 -4.93343 1.84621
H 4.33045 -4.64239 3.36397
H 4.29779 -2.64223 1.05505
H 4.55271 -1.00453 3.01069
H 4.41291 -2.34147 4.02916
H 2.02813 -0.32138 4.12064
H 2.03716 -1.94590 4.97045
H 0.85221 -1.41219 3.78515
H 6.34718 -1.90219 1.88977
H 6.28214 -3.35974 1.09664
C 1.30780 -6.22793 6.01352
C 0.73870 -7.07540 4.85819
C 0.44592 -6.15428 3.68415
O -0.70077 -5.29503 3.91808
C -0.80337 -4.28379 2.84982
N 1.58767 -8.18371 4.52364
H 0.56836 -5.48815 6.32019
H 2.21830 -5.72765 5.68364
H 1.45215 -6.82790 6.91202
H -0.22161 -7.48976 5.16514
H 0.32497 -6.68589 2.74029
H 1.30566 -5.50912 3.50329
H -1.46424 -3.45869 3.11542
H -1.24839 -4.94462 2.10594
H 0.15827 -3.81462 2.64189
H 2.41484 -7.68246 4.23272
H 1.66988 -8.64466 5.41856
C -2.02409 -0.79383 1.47896
C -1.35945 0.47107 0.91865
C -0.97347 0.20773 -0.57560
O 0.05265 -0.79097 -0.68259
C 1.22595 -0.26272 -0.26478
N -2.22734 1.61694 1.17069
H -1.78279 -0.75404 2.54117
H -1.49798 -1.70838 1.20527
H -3.08902 -0.94452 1.30196
H -0.47348 0.72133 1.50222
H -0.66592 1.11982 -1.08708
H -1.86038 -0.17559 -1.08015
H 1.60404 0.48579 -0.96110
H 2.03983 -0.98753 -0.24656
H 1.29073 0.38215 0.61160
H -3.04616 1.28860 0.67894
H -2.45919 1.74845 2.14489
C -5.02810 -3.35488 2.73024
C -5.39345 -4.70172 3.37983
C -4.30500 -5.18714 4.30333
O -4.36674 -4.38808 5.54061
C -3.50684 -4.81006 6.55712
N -6.60748 -4.36325 4.09647
H -4.51644 -2.66544 3.40178
H -5.84518 -2.73922 2.35412
H -4.33127 -3.59528 1.92728
H -5.65951 -5.38651 2.57462
H -3.29506 -5.06286 3.91258
H -4.55152 -6.19993 4.62202
H -2.56480 -4.81255 6.00880
H -3.72030 -5.82445 6.89411
H -3.41455 -4.18308 7.44396
H -7.20050 -5.11024 4.42878
H -6.13476 -4.03349 4.92585
C -0.51320 -5.82275 -2.11403
C -0.18746 -4.65369 -1.11902
C 1.25165 -4.56374 -0.47136
O 1.43830 -5.60901 0.47136
C 1.91199 -6.80144 -0.12933
N -0.45035 -3.32965 -1.68859
H -1.26372 -5.48395 -2.82821
H -1.04800 -6.64377 -1.63652
H 0.19501 -6.11519 -2.88930
H -0.81238 -4.84674 -0.24707
H 1.44395 -3.58422 -0.03357
H 2.07692 -4.54973 -1.18327
H 2.19870 -7.53352 0.62563
H 2.85481 -6.75337 -0.67419
H 1.18977 -7.28618 -0.78624
H 0.02720 -3.20791 -2.57020
H -0.15319 -2.60791 -1.04758
C 8.35829 -3.41461 -8.86500
O 7.07363 -2.76298 -8.60201
C 7.18594 -1.70028 -7.62390
C 7.35479 -2.35381 -6.23731
N 6.46661 -1.72480 -5.20338
C 4.98786 -1.73990 -5.52795
C 4.21300 -1.27520 -4.31507
O 2.85652 -1.01115 -4.54791
C 1.94090 -1.96983 -4.00744
H 8.24247 -4.12070 -9.68727
H 8.74969 -3.91347 -7.97840
H 8.96953 -2.71544 -9.43566
H 6.28227 -1.09853 -7.72076
H 7.92433 -0.91943 -7.80597
H 8.39088 -2.42408 -5.90612
H 6.93038 -3.35754 -6.26001
H 6.77962 -0.76871 -5.11385
H 4.69282 -2.76973 -5.72920
H 4.75992 -1.07239 -6.35895
H 4.61928 -0.28689 -4.09991
H 4.41786 -1.89474 -3.44197
H 2.23740 -2.93788 -4.41125
H 0.92200 -1.78187 -4.34596
H 1.96705 -1.87454 -2.92193
C -4.46548 4.72274 -0.99832
O -4.30160 3.28329 -0.68699
C -5.44848 2.51259 -0.94170
C -5.22800 1.08523 -0.42208
N -6.21371 0.15794 -0.98110
C -7.51077 0.14260 -0.32527
C -8.15539 -1.32696 -0.50861
O -9.26417 -1.38214 0.32447
C -10.52176 -0.83556 -0.22552
H -3.92536 4.88913 -1.93035
H -3.92595 5.08188 -0.12195
H -5.43271 5.22392 -0.96087
H -5.65241 2.57561 -2.01059
H -6.32453 2.89613 -0.41870
H -5.33229 1.12862 0.66204
H -4.18640 0.79449 -0.55860
H -5.78409 -0.75229 -1.06492
H -8.00017 1.07754 -0.59815
H -7.50266 0.19252 0.76356
H -7.41671 -1.94122 0.00630
H -8.33531 -1.51498 -1.56709
H -10.81739 -1.27815 -1.17674
H -10.31286 0.20838 -0.45929
H -11.25018 -0.64739 0.56320
C 11.01188 1.03811 3.89692
O 9.67810 1.38745 4.21111
C 9.51637 1.96035 5.44698
C 8.02874 2.08175 5.57587
N 7.39849 3.12226 4.69971
C 5.98497 3.31724 5.05807
C 5.06813 2.13295 4.51353
O 4.83905 2.34680 3.10754
C 3.53563 2.39254 2.53739
H 11.50246 2.00127 3.75638
H 11.15413 0.47884 2.97221
H 11.47333 0.45818 4.69620
H 9.88446 2.98539 5.40340
H 9.95629 1.42382 6.28763
H 7.83393 2.10530 6.64806
H 7.72064 1.08414 5.26291
H 7.44233 2.72990 3.77007
H 5.59699 4.22039 4.58703
H 5.91836 3.44788 6.13816
H 4.11241 2.15716 5.03710
H 5.48478 1.16301 4.78504
H 2.97752 3.25925 2.89155
H 3.00025 1.46621 2.74565
H 3.62787 2.42279 1.45172
C -7.61738 -0.52497 3.57131
O -6.34832 -0.04386 3.11164
C -5.81004 1.08585 3.77968
C -4.33463 0.87945 4.40690
N -3.52068 1.99713 4.08897
C -2.85706 2.57944 5.25139
C -2.29605 3.97853 4.93621
O -3.32306 4.94513 4.54016
C -2.80188 6.23690 4.54770
H -7.80627 -0.48302 4.64400
H -7.90320 -1.54856 3.32913
H -8.39657 0.02665 3.04532
H -6.63105 1.43568 4.40552
H -5.82406 1.96639 3.13739
H -3.98920 -0.07722 4.01503
H -4.38399 0.80170 5.49300
H -3.91840 2.78422 3.59661
H -2.05674 1.90518 5.55627
H -3.57457 2.71026 6.06144
H -1.63838 3.99301 4.06710
H -1.69754 4.21480 5.81602
H -3.48524 6.79714 3.90954
H -1.91612 6.40746 3.93580
H -2.66730 6.71563 5.51765
C 3.04716 12.20010 3.42845
O 2.29995 11.10286 2.78359
C 2.66551 9.88315 3.33438
C 2.45133 8.74285 2.26271
N 1.03628 8.51026 1.82555
C 0.69570 7.19143 1.16239
C 0.93198 5.93654 2.03358
O 1.27269 4.71987 1.34900
C 0.09257 3.97194 1.00870
H 4.12204 12.03145 3.36311
H 2.87618 12.33811 4.49607
H 3.05077 13.14642 2.88757
H 1.96987 9.73638 4.16060
H 3.64574 9.75661 3.79398
H 2.81701 7.89748 2.84560
H 3.00787 9.03140 1.37103
H 0.74653 9.21284 1.16033
H 1.12181 7.00676 0.17627
H -0.38709 7.21105 1.03889
H 0.07325 5.73213 2.67304
H 1.80225 6.12604 2.66194
H -0.58011 4.40581 0.26886
H -0.60461 3.88812 1.84237
H 0.29985 2.95202 0.68480
C -8.41712 4.32335 -8.67561
O -7.20500 5.09052 -8.38198
C -6.08190 4.24179 -7.90715
C -5.11181 5.00395 -7.02435
N -3.99497 4.23396 -6.40529
C -4.43071 3.28848 -5.35708
C -3.28742 2.67037 -4.50742
O -2.69883 3.76194 -3.83621
C -1.75080 3.36902 -2.84770
H -8.32604 3.23765 -8.64301
H -8.80975 4.59448 -9.65562
H -9.14416 4.75341 -7.98674
H -5.53059 3.90309 -8.78432
H -6.50744 3.36330 -7.42209
H -5.51659 5.45912 -6.12042
H -4.57191 5.71630 -7.64816
H -3.29785 4.86038 -6.02885
H -5.04843 2.53901 -5.85188
H -5.16039 3.74479 -4.68816
H -2.53104 2.16237 -5.10570
H -3.74108 1.98290 -3.79350
H -0.88648 2.81850 -3.21914
H -2.23865 2.77290 -2.07649
H -1.41126 4.32493 -2.44891
C -4.00534 -2.38607 -2.33835
O -5.43901 -2.42332 -2.13752
C -6.32311 -2.69796 -3.20053
C -6.51022 -1.47681 -4.18193
N -7.18263 -0.31965 -3.57207
C -7.34387 0.67795 -4.65424
C -8.01610 2.02086 -4.12618
O -8.23238 2.86018 -5.23615
C -8.92741 4.04942 -4.91929
H -3.66418 -1.56709 -2.97158
H -3.47227 -3.24514 -2.74571
H -3.54615 -1.94272 -1.45478
H -7.20652 -3.16970 -2.77023
H -5.80599 -3.58336 -3.57034
H -6.87769 -1.82949 -5.14561
H -5.51936 -1.06988 -4.38371
H -6.71724 -0.01917 -2.72753
H -7.89654 0.43025 -5.56049
H -6.33838 0.93746 -4.98552
H -7.46721 2.47301 -3.30012
H -8.97264 1.76791 -3.66886
H -9.99437 3.96040 -4.71490
H -8.80008 4.85485 -5.64260
H -8.44584 4.60617 -4.11541
C 5.55525 0.17483 -0.27873
O 6.86485 -0.34347 -0.24106
C 7.27431 -0.96130 -1.47618
C 8.72751 -1.42187 -1.34545
N 8.87126 -2.64287 -2.10636
C 9.97691 -3.52433 -1.76116
C 10.15855 -4.59780 -2.93241
O 10.75395 -3.96169 -4.07543
C 10.96943 -4.96209 -5.00675
H 4.84729 -0.48298 -0.78288
H 5.42720 1.08442 -0.86554
H 5.18709 0.16070 0.74711
H 7.17483 -0.27303 -2.31550
H 6.65027 -1.83045 -1.68414
H 8.88050 -1.60364 -0.28165
H 9.44259 -0.62636 -1.55502
H 8.76166 -2.56035 -3.10699
H 9.78202 -4.01414 -0.80711
H 10.83755 -2.89495 -1.53473
H 9.16763 -4.94933 -3.21980
H 10.79020 -5.35716 -2.47145
H 11.16554 -5.99786 -4.72962
H 11.80326 -4.66465 -5.64265
H 10.21355 -5.10432 -5.77911
*
```

Kohn-Sham gap: 8.6 eV
HOMO: -8.13 eV
ΔE to the lowest compared entry with this formula, charge and spin: 204.46 kcal per mole
DFT total energy: -135699.1254 eV

=====

ORCA calculation (ωB97M-V/def2-TZVPD) on a 2-piece molecular cluster, CH3IOS2 overall in a non-equilibrium geometry.

```
! RIJCOSX wB97M-V def2-TZVPD def2/J DEFGRID3
* xyz 0 1
C -0.68105 1.02580 0.54099
O 1.57553 -0.76557 -0.63754
S -1.75735 -0.72421 -1.64037
S -1.96998 0.19097 0.02273
I 2.58311 -1.13137 1.08031
H -0.75659 1.46807 1.52863
H 0.04801 1.53361 -0.13599
H 0.95832 -1.59730 -0.75876
*
```

Kohn-Sham gap: 7.7 eV
HOMO: -8.92 eV
ΔE to the lowest compared entry with this formula, charge and spin: 49.86 kcal per mole
DFT total energy: -32901.6573 eV

=====

Which of these has the highest Kohn-Sham gap?
C68H175N13O21

=====

Kohn-Sham gap of number 2 (CH3IOS2)?
7.7 eV

=====

Which of these has the lowest DFT total energy?
C68H175N13O21

=====

Number 1 is which compound?
C68H175N13O21